Here is C36H98AlF6O14P as an isolated structure in a non-equilibrium geometry from the Open Molecules 2025 dataset. Energies are from ωB97M-V/def2-TZVPD.

Properties
Maximum force (eV/Å): 3.637
Calculated total energy (eV): -99777.3600
LUMO level (eV): -5.273
Orbital gap (eV): 4.5
HOMO (hartree): -0.359
Net charge: 0

Structure (XYZ):
```
156
Properties=species:S:1:pos:R:3:forces:R:3:mulliken_charge:R:1
Al -14.46172 -14.79696 6.19543 -0.7 -0.3 1.0 0.135
O -14.00358 -13.05475 8.50829 -0.3 -0.9 -0.8 0.503
H -14.49057 -12.20929 8.55902 0.3 -0.3 -0.9 -0.663
O -15.37379 -17.51518 6.31367 0.6 0.9 0.0 -0.957
H -15.48761 -18.02633 7.13847 0.2 0.8 -0.1 -0.381
P -13.46749 -12.83184 3.07806 0.2 -0.1 -3.6 2.095
F -11.97355 -12.44442 2.56248 -0.4 -0.2 1.3 -0.399
F -13.94575 -11.31442 2.81237 0.2 0.7 0.5 -0.561
F -13.83144 -13.13440 1.52039 -0.1 -0.5 0.3 -0.445
F -14.99821 -13.18683 3.46602 -0.9 -0.6 0.5 -0.554
F -13.06480 -14.36831 3.32443 0.3 -0.3 0.2 -0.519
F -13.21926 -12.54644 4.61060 0.8 0.4 1.4 -0.705
C -13.47512 -17.63081 2.17266 -0.1 -0.4 -0.4 -1.417
C -14.86881 -17.05651 2.51586 1.1 0.4 -0.8 0.417
C -15.98633 -18.05783 2.29859 0.0 -0.3 0.2 -0.982
O -14.89494 -16.53527 3.82829 -0.3 0.5 1.0 1.958
H -13.38984 -18.69512 2.39194 -0.3 -0.2 0.1 0.153
H -12.61102 -17.18228 2.66281 -0.5 0.5 0.2 -0.016
H -13.30007 -17.52836 1.10170 0.0 0.0 -0.1 0.465
H -15.01534 -16.21158 1.84302 -0.1 0.2 0.2 0.573
H -15.72420 -18.99036 2.79837 0.1 -0.3 -0.1 0.082
H -16.12794 -18.23539 1.23251 0.1 -0.2 0.0 0.500
H -16.94594 -17.75703 2.71903 0.1 0.4 0.0 -0.095
H -14.95913 -17.27586 4.43575 -0.1 -0.2 0.5 -0.934
C -18.18257 -15.03818 2.88754 0.2 0.0 -0.5 -0.938
C -18.11802 -14.14034 4.12824 -1.4 -1.0 0.1 2.105
C -19.55621 -13.86492 4.67494 -0.2 -0.2 -0.2 -1.562
O -17.33645 -14.86410 5.08819 1.1 1.4 0.9 1.583
H -17.20682 -15.40036 2.56376 0.3 0.5 0.2 -0.009
H -18.65241 -14.58729 2.01344 -0.1 0.3 0.1 0.455
H -18.71296 -15.96875 3.08962 -0.4 0.1 0.4 0.089
H -17.71000 -13.14574 3.94824 0.7 -0.4 0.0 -0.875
H -20.24433 -14.69751 4.52869 0.3 -0.4 0.1 0.360
H -20.05838 -13.06213 4.13509 0.3 0.3 -0.2 0.345
H -19.61587 -13.59351 5.72892 0.5 0.0 0.0 0.241
H -17.66204 -15.75519 5.23503 -0.5 -0.5 -0.3 -0.385
C -13.39401 -18.65975 9.13256 0.3 -0.5 0.6 -1.310
C -13.84903 -17.23829 9.29156 -0.2 0.9 -0.6 2.855
C -13.84499 -16.58801 10.64640 -0.6 -0.6 1.6 -1.428
O -13.04550 -16.38709 8.50555 0.3 0.6 -1.5 -0.053
H -12.51106 -18.85131 9.74231 0.1 -0.1 0.2 0.421
H -13.09652 -18.87357 8.10597 -0.3 0.1 -0.1 0.040
H -14.19342 -19.33697 9.43324 0.1 -0.2 0.1 0.370
H -14.81395 -17.15696 8.79116 -0.3 0.2 0.4 -1.836
H -12.85380 -16.37833 11.04849 0.4 -0.1 -0.5 0.464
H -14.28293 -17.21961 11.41932 -0.3 -0.2 0.0 0.418
H -14.36569 -15.63151 10.69187 -0.1 -0.1 -0.4 0.162
H -12.17085 -16.38189 8.90123 0.3 0.4 -0.1 0.019
C -17.78746 -16.32229 9.93126 0.4 0.3 -0.7 -1.260
C -17.96746 -15.48306 8.64465 -1.2 -0.5 1.4 1.612
C -19.06335 -14.39973 8.75741 0.6 0.0 -0.3 -0.785
O -16.76064 -14.85131 8.40320 1.7 0.1 -1.8 1.607
H -17.26450 -15.70243 10.65954 -0.5 0.2 0.4 0.065
H -17.04699 -17.08778 9.69922 -0.2 -0.4 0.0 0.079
H -18.71190 -16.75606 10.31251 0.1 0.0 0.1 0.475
H -18.13134 -16.16679 7.81172 -0.2 0.1 -0.2 -0.380
H -20.06179 -14.69178 9.08286 0.1 -0.4 -0.2 0.392
H -19.08701 -13.91809 7.77988 -0.3 0.1 0.0 -0.208
H -18.71254 -13.64352 9.45967 0.1 0.0 0.2 -0.036
H -16.47660 -14.33533 9.16128 -0.2 0.3 0.5 -0.458
C -10.52798 -11.45027 6.26253 -0.8 -0.6 0.0 -1.175
C -10.48761 -12.99258 6.37118 0.7 -0.7 -0.3 0.677
C -9.30774 -13.56348 7.18598 0.3 0.7 -0.7 -1.000
O -11.71354 -13.55620 6.91197 0.7 0.6 -0.3 0.844
H -10.46810 -10.90612 7.20509 -0.1 -0.3 0.1 0.170
H -11.51028 -11.30042 5.81449 0.0 0.6 0.0 0.021
H -9.78152 -10.98449 5.61915 0.1 -0.5 -0.2 0.421
H -10.46540 -13.40140 5.36099 0.2 0.1 -0.1 0.372
H -9.34537 -13.27169 8.23553 -0.3 -0.2 0.1 0.020
H -8.39115 -13.11775 6.79962 0.1 0.1 -0.1 0.455
H -9.17445 -14.64035 7.08265 -0.4 0.0 0.1 0.212
H -11.60543 -13.25813 7.81809 -0.9 -0.4 0.7 -0.582
C -10.52727 -18.08450 6.66549 -0.5 0.0 0.0 -0.789
C -10.83242 -17.12167 5.51806 1.9 0.1 -0.1 1.813
C -10.27031 -17.59553 4.18788 0.9 0.2 0.2 -1.729
O -12.17891 -16.87669 5.37493 -2.0 0.5 0.2 2.156
H -9.49311 -18.42106 6.73857 0.1 0.5 0.0 0.503
H -11.09015 -19.01026 6.54620 -0.3 0.0 -0.1 -0.124
H -10.87459 -17.59854 7.57725 0.3 -0.2 0.2 -0.115
H -10.41839 -16.13801 5.73963 0.4 0.0 0.1 -0.732
H -9.21600 -17.83582 4.32491 0.1 -0.3 0.0 0.521
H -10.24901 -16.77676 3.46866 -0.5 -0.2 -0.2 0.338
H -10.78334 -18.48552 3.82345 -0.1 0.1 -0.1 0.234
H -12.58060 -17.74808 5.34431 -0.7 -0.3 -0.1 -0.893
C -15.21714 -21.32065 5.34388 0.1 0.0 -0.2 -1.258
C -13.75313 -21.00994 5.57226 1.2 -0.8 -1.8 0.824
C -12.77793 -21.64104 4.49504 -0.6 0.0 1.3 -1.601
O -13.46804 -19.62117 5.48679 -0.1 0.1 0.2 -0.478
H -15.55633 -20.82557 4.43396 -0.1 0.1 -0.1 0.097
H -15.83811 -20.99711 6.17923 0.0 0.1 0.1 0.291
H -15.36435 -22.39172 5.20524 0.0 0.0 0.1 0.529
H -13.43655 -21.39789 6.54044 0.0 0.0 0.2 0.194
H -12.93862 -22.71200 4.37126 -0.1 0.0 0.1 0.476
H -11.78209 -21.51743 4.92061 0.2 0.1 -0.3 0.402
H -12.81933 -21.17385 3.51111 -0.2 0.2 0.2 0.272
H -14.20759 -19.14420 5.87040 -0.4 0.6 0.2 -0.330
C -10.06339 -12.82853 11.57452 -1.1 0.7 -0.1 -1.515
C -11.35828 -12.42557 10.80734 1.2 -0.1 -1.5 0.786
C -11.14170 -11.32057 9.77167 0.2 0.9 1.3 -1.099
O -11.64104 -13.53614 10.01476 0.0 -2.1 -0.3 -0.349
H -9.79224 -12.03104 12.26633 0.1 -0.2 0.2 0.366
H -9.23264 -12.99174 10.88799 -0.2 0.3 -0.3 0.313
H -10.21419 -13.79442 12.05661 -0.2 0.2 0.4 0.369
H -12.26634 -12.21409 11.37195 0.4 0.2 0.9 0.211
H -11.13935 -10.38212 10.32612 0.3 0.5 -0.3 0.497
H -11.95049 -11.27234 9.04254 -0.2 -0.1 0.1 0.118
H -10.20289 -11.45777 9.23508 0.0 0.0 0.2 0.341
H -12.46909 -13.37071 9.55807 -0.8 -0.1 -0.4 -0.315
C -15.28782 -9.98712 6.82035 -0.1 -0.5 -0.4 -1.350
C -16.35127 -11.14619 6.95663 1.6 1.8 0.0 1.880
C -17.70664 -10.53168 6.74553 -0.5 -0.1 0.4 -1.464
O -16.06674 -12.11696 5.99329 0.3 -1.3 0.1 1.427
H -15.48306 -9.53315 5.84881 -0.2 0.4 0.0 0.342
H -14.25084 -10.30157 6.70251 0.0 -0.6 0.4 0.109
H -15.30280 -9.23067 7.60499 -0.3 0.0 0.0 0.379
H -16.27926 -11.60948 7.94064 -0.2 -0.2 0.0 -0.595
H -18.47134 -11.30415 6.82699 -0.2 0.1 0.1 0.275
H -17.80698 -10.02937 5.78339 0.2 -0.2 -0.2 0.101
H -17.84403 -9.75676 7.49966 -0.3 -0.1 0.2 0.500
H -16.41932 -11.79535 5.16030 0.0 0.1 -0.6 -0.978
C -17.72471 -10.90155 1.37772 0.1 -0.3 -1.1 -1.347
C -16.93038 -10.02768 2.32516 -0.9 -0.9 0.1 0.557
C -17.84341 -8.95180 2.85137 0.3 1.1 0.1 -1.540
O -16.52876 -10.80312 3.44239 -0.2 0.1 0.9 -0.221
H -18.51909 -11.50128 1.82199 -0.1 0.4 0.5 0.194
H -17.13361 -11.64645 0.84498 0.4 0.1 0.0 0.370
H -18.16960 -10.25389 0.62225 -0.1 -0.1 -0.2 0.462
H -16.04776 -9.62928 1.82479 0.0 0.2 0.0 0.296
H -18.28455 -8.33539 2.06808 -0.1 -0.3 -0.3 0.496
H -17.27426 -8.23063 3.43795 0.0 -0.1 0.4 0.342
H -18.65859 -9.37159 3.44075 0.1 -0.1 0.1 0.272
H -15.69428 -11.24660 3.27336 0.3 0.0 -0.4 -0.171
C -15.16444 -10.99981 10.86819 0.4 -0.3 0.7 -0.620
C -15.89405 -12.25135 11.43901 -1.1 1.2 -0.8 0.599
C -17.36795 -11.88130 11.85301 1.1 -1.0 -0.1 -1.484
O -15.95455 -13.20682 10.37635 -0.8 0.1 0.8 -0.938
H -14.13193 -11.21496 10.59301 0.2 -0.3 0.1 -0.180
H -15.10164 -10.17129 11.57368 -0.2 0.0 0.1 0.509
H -15.60159 -10.62321 9.94343 -0.6 -0.1 0.1 0.051
H -15.38611 -12.75900 12.25900 0.2 0.5 0.3 0.298
H -17.43993 -11.25971 12.74551 0.3 0.3 -0.2 0.419
H -17.86076 -12.80925 12.14311 -0.2 -0.1 -0.3 0.377
H -17.88695 -11.42760 11.00868 0.0 0.0 0.1 0.260
H -15.15188 -13.11016 9.85869 0.7 -0.4 -0.5 -0.307
C -18.44354 -19.56865 6.84833 0.5 0.9 -1.6 -1.239
C -18.28652 -19.01008 5.41525 -1.0 0.6 0.3 1.131
C -19.58573 -19.21645 4.60039 0.9 1.1 0.5 -1.702
O -17.89685 -17.60902 5.49598 -1.8 -1.0 -0.8 -0.631
H -17.53131 -19.21099 7.32584 -0.1 -0.6 0.7 -0.027
H -18.53643 -20.64933 6.74053 0.0 0.0 0.6 0.507
H -19.30961 -19.08173 7.29658 0.0 -0.3 0.2 0.374
H -17.53368 -19.56471 4.85515 0.4 0.0 0.2 -0.268
H -20.41577 -18.59964 4.94487 0.0 0.0 0.4 0.346
H -19.85127 -20.26893 4.69978 -0.1 0.1 -0.5 0.433
H -19.37497 -18.86144 3.59160 -0.2 -0.6 -0.3 0.340
H -16.97158 -17.57621 5.74974 1.1 0.0 0.4 -0.232
```
Forces are in eV/Å.